Here is a structure of composition C17H24N4O6S2Zn from the Open Molecules 2025 dataset. Energies are from wB97M-V/def2-TZVPD.

* M: 509.9 g/mol
* frontier orbital gap: 9.25 eV
* relative energy (zero: lowest compared OMol25 entry of this formula, charge and spin): 2.0 kcal per mole
* total energy: -106354.8300 eV
* HOMO energy: -9.138 eV

```
! RIJCOSX wB97M-V def2-TZVPD def2/J DEFGRID3
* xyz 0 1
Zn 0.2632 0.1376 -0.1744
C -0.5011 3.6312 -0.6039
C -1.4620 2.5312 -1.0826
N -0.7543 1.3611 -1.6094
C 0.0975 1.6361 -2.7784
C 1.5170 1.0176 -2.6883
N 2.0044 0.8350 -1.3110
C 2.7745 1.9536 -0.7620
C 1.9625 3.2441 -0.6792
N 0.6982 3.1020 0.0243
H -1.0467 4.2728 0.0913
H -0.2280 4.2738 -1.4462
H -2.1401 2.9570 -1.8315
H -2.0797 2.1747 -0.2560
H -1.4512 0.6449 -1.8357
H 0.1744 2.7148 -2.9065
H -0.3768 1.2507 -3.6818
H 2.2098 1.6462 -3.2580
H 1.4980 0.0346 -3.1494
H 2.5646 -0.0099 -1.2793
H 3.6626 2.1542 -1.3749
H 3.1155 1.6644 0.2341
H 1.7586 3.5929 -1.6939
H 2.6019 4.0081 -0.2242
H 0.7755 3.3500 0.9965
O -1.4666 -0.5345 0.6427
S -2.5592 -1.2573 -0.0622
O -3.7552 -1.2781 0.7330
O -2.6955 -0.7857 -1.4272
C -2.0095 -2.9785 -0.1458
C -3.0232 -3.8926 0.1162
C -2.7899 -5.2594 0.0779
C -1.5293 -5.7371 -0.2183
C -0.5037 -4.8430 -0.4845
C -0.7270 -3.4727 -0.4528
S 0.6948 -2.4739 -0.8582
O 1.6939 -3.3425 -1.4141
O 1.1330 -1.7836 0.3804
O 0.1870 -1.4362 -1.7767
H -4.0019 -3.5088 0.3637
H -3.6007 -5.9465 0.2836
H -1.3376 -6.8017 -0.2484
H 0.4880 -5.1918 -0.7345
C 0.7106 0.5069 4.6805
C 1.7426 -0.0797 3.9678
C 1.7418 0.0293 2.5889
N 0.8037 0.6986 1.9155
C -0.1908 1.2565 2.6124
C -0.2775 1.1893 3.9897
H 0.6691 0.4225 5.7587
H 2.5279 -0.6326 4.4631
H 2.5063 -0.4528 1.9936
H -0.9566 1.7603 2.0353
H -1.1127 1.6469 4.5003
*
```

Results of the Mulliken charge analysis, in e, for atoms 1 through 6: 3.251 -0.980 -0.879 -0.144 -0.814 -0.997